C12H14NO2 | ωB97M-V with the def2-TZVPD basis set

The value obtained for the largest force on an atom is 5.4 eV Å⁻¹. The net charge is -1. Its spin multiplicity is 1. For the HOMO-LUMO gap, the calculation gives 6.632 eV. As for the HOMO energy: -3.59 eV.

Last column: natural (NBO) charge in e.
Positions of all 29 atoms, in Å:
C1 -2.8646 -2.0639 -0.8548  -0.626
C2 0.1817 -0.9813 1.1581  0.235
C3 -1.2318 -0.7994 0.8905  -0.124
C4 -1.6263 -1.8021 -0.0612  -0.070
C5 -0.5239 -2.5983 -0.1492  -0.046
C6 1.0039 -0.0068 1.7612  -0.273
C7 0.3831 1.0815 2.1501  -0.210
C8 -1.8440 0.4163 1.3579  -0.205
C9 -1.0246 1.2922 2.0959  -0.234
N1 0.5930 -2.1897 0.5813  -0.564
H1 1.5129 -2.1825 0.1844  0.407
H2 2.1447 0.0277 1.6650  0.241
H3 -0.5120 -3.3428 -0.7983  0.179
H4 0.9274 2.0561 2.4335  0.226
H5 -2.8735 0.6957 1.1959  0.207
H6 -3.5299 -1.0871 -0.8631  0.215
H7 -3.3701 -2.7568 -0.2494  0.213
H8 -1.3026 2.2608 2.5464  0.210
H9 -2.7206 -2.4581 -1.8918  0.221
C10 2.1987 1.2037 -1.2928  -0.544
C11 0.7653 0.6955 -1.5144  -0.632
C12 2.3691 2.7517 -0.9015  0.798
O1 1.4812 3.4316 -1.4894  -0.794
O2 3.3466 2.8497 -0.2050  -0.750
H10 2.8149 0.4270 -0.7409  0.158
H11 2.6106 1.2214 -2.3556  0.180
H12 0.2152 0.7874 -0.5307  0.189
H13 0.5375 -0.3131 -1.8140  0.171
H14 0.3380 1.3836 -2.3081  0.222

=====

C5H10O | ωB97M-V with the def2-TZVPD basis set

The value obtained for the largest force on an atom is 3.1 eV Å⁻¹. The net charge is 0. Its spin multiplicity is 1. For the HOMO-LUMO gap, the calculation gives 7.591 eV. As for the HOMO energy: -6.65 eV.

Last column: natural (NBO) charge in e.
Positions of all 16 atoms, in Å:
C1 -0.7383 -1.2389 -0.6315  -0.645
C2 -0.7250 -0.0571 0.2677  -0.127
C3 -0.0645 -0.1774 1.6000  -0.493
C4 0.8386 0.8003 0.8467  -0.365
C5 0.5692 1.2679 -0.8155  -0.002
O1 1.2689 0.5549 -1.7333  -0.707
H1 -1.1586 -0.9864 -1.6100  0.203
H2 0.2777 -1.6243 -0.7847  0.219
H3 -1.3450 -2.0450 -0.2014  0.223
H4 -1.6191 0.5552 0.2720  0.210
H5 -0.6063 0.2322 2.4546  0.213
H6 0.3643 -1.1509 1.8373  0.206
H7 0.8616 1.7690 1.3185  0.224
H8 1.8198 0.3763 0.6855  0.234
H9 -0.4102 1.5940 -1.1378  0.147
H10 0.6668 0.1303 -2.3681  0.460

=====

CH3NOS2 | ωB97M-V with the def2-TZVPD basis set

The value obtained for the largest force on an atom is 4.5 eV Å⁻¹. The net charge is 0. Its spin multiplicity is 1. For the HOMO-LUMO gap (spin up / spin down), the calculation gives 7.713 / 7.711 eV. As for the HOMO energy (spin up / spin down): -8.51 / -8.51 eV.

Last column: natural (NBO) charge in e.
Positions of all 8 atoms, in Å:
C1 0.0640 -0.4654 0.3157  -0.707
N1 -2.6002 -0.0722 0.2042  -0.905
O1 -4.8298 0.8273 0.7159  -0.869
S1 -1.5093 -1.0552 -0.5558  0.421
S2 -4.1878 -0.1569 -0.0774  1.352
H1 0.0490 0.6201 0.1747  0.245
H2 0.8020 -1.1763 -0.1219  0.234
H3 -0.1207 -0.8476 1.3276  0.229

=====

CH3NO2P | ωB97M-V with the def2-TZVPD basis set

The value obtained for the largest force on an atom is 5.4 eV Å⁻¹. The net charge is -1. Its spin multiplicity is 1. For the HOMO-LUMO gap, the calculation gives 7.927 eV. As for the HOMO energy: -3.58 eV.

Last column: natural (NBO) charge in e.
Positions of all 8 atoms, in Å:
C1 0.1710 -0.6525 -0.8637  -0.114
N1 0.0193 0.1819 0.0769  -0.712
O1 2.7465 -0.8425 0.7375  -1.178
O2 2.5083 1.4545 -0.0841  -1.200
P1 3.0624 0.0989 -0.4238  1.385
H1 -0.6046 -1.4836 -1.0583  0.091
H2 -0.8034 0.2926 0.8578  0.301
H3 0.8036 0.7197 0.2497  0.428

=====

C9H11N4S2 | ωB97M-V with the def2-TZVPD basis set

The value obtained for the largest force on an atom is 3.7 eV Å⁻¹. The net charge is -1. The structure (SMILES) is CC(C)[C@@H](c1cccs1)n1nnnc1[S-]. Its spin multiplicity is 1. For the HOMO-LUMO gap, the calculation gives 6.301 eV. As for the HOMO energy: -3.62 eV.

Last column: natural (NBO) charge in e.
Positions of all 26 atoms, in Å:
C1 1.0294 -0.9637 0.8987  -0.621
C2 -0.2863 -0.9499 0.0571  -0.233
C3 -1.0908 -2.1207 0.5037  -0.619
C4 -1.0147 0.3206 0.3315  -0.108
C5 -0.1458 1.5896 -0.0096  -0.206
C6 -0.3072 2.4807 -1.0792  -0.276
C7 0.5459 3.5997 -0.9276  -0.264
C8 1.3095 3.5085 0.1427  -0.434
S1 0.9920 2.1329 1.1179  0.447
N1 -2.3103 0.3841 -0.4024  -0.264
N2 -2.4468 0.3743 -1.7599  -0.143
N3 -3.6919 0.5775 -1.9531  -0.100
N4 -4.4219 0.7345 -0.8449  -0.374
C9 -3.5680 0.5603 0.1391  0.170
S2 -3.8641 0.4439 1.7814  -0.460
H1 0.7491 -0.7102 1.9274  0.210
H2 1.4630 -1.9092 0.8355  0.204
H3 1.8491 -0.5081 0.4307  0.216
H4 -0.0707 -1.0429 -1.0037  0.212
H5 -1.2176 -1.8113 1.5180  0.213
H6 -0.7752 -3.1698 0.3476  0.206
H7 -2.1512 -2.0520 0.1091  0.230
H8 -1.4886 0.5720 1.2990  0.291
H9 -0.8196 2.0653 -2.0008  0.265
H10 0.7705 4.4051 -1.6155  0.215
H11 2.1151 4.2128 0.3461  0.220

=====

C22H42NOP3Ru | ωB97M-V with the def2-TZVPD basis set

The value obtained for the largest force on an atom is 3.5 eV Å⁻¹. The net charge is +3. Its spin multiplicity is 6. For the HOMO-LUMO gap (spin up / spin down), the calculation gives 5.466 / 3.216 eV. As for the HOMO energy (spin up / spin down): -15.28 / -17.42 eV.

Last column: Mulliken charge in e.
Positions of all 70 atoms, in Å:
Ru1 -0.5455 -0.1067 -1.3478  -0.357
P1 -1.1583 -0.4217 0.8941  1.531
P2 -1.1048 -1.7049 -2.8012  1.401
P3 -2.1345 1.5111 -1.5603  1.292
H1 2.8584 3.2452 0.1447  0.235
C1 2.0439 3.6017 0.7918  -0.541
C2 1.7141 2.9427 1.9120  -0.550
H2 2.3062 2.0787 2.2576  0.288
C3 0.1233 -0.8630 2.1653  -1.184
C4 -2.3450 -1.8019 1.1901  -1.555
C5 -1.9352 0.9127 1.9231  -1.254
C6 0.4387 -2.3809 -3.5171  -1.179
C7 -1.9999 -3.1200 -2.0416  -1.312
C8 -2.1590 -1.3862 -4.3009  -1.401
C9 -1.7020 2.9957 -0.6012  -1.077
C10 -3.8081 0.9058 -1.0769  -1.172
C11 -2.3870 2.1361 -3.2549  -1.097
H3 1.4517 4.4621 0.4212  0.318
H4 0.9408 3.2961 2.5846  0.298
H5 1.0127 -0.2394 2.0393  0.143
H6 0.4237 -1.9146 2.0904  0.386
H7 -0.2626 -0.6924 3.1769  0.522
H8 -2.0461 -2.6905 0.6247  0.377
H9 -3.3531 -1.5098 0.8741  0.339
H10 -2.3700 -2.0665 2.2529  0.448
H11 -1.3313 1.8239 1.8730  0.186
H12 -1.9753 0.5958 2.9714  0.575
H13 -2.9536 1.1414 1.6011  0.338
H14 0.2695 -2.7281 -4.5400  0.514
H15 0.8115 -3.2171 -2.9107  0.408
H16 1.2052 -1.5962 -3.5197  0.267
H17 -2.4218 -3.7747 -2.7987  0.540
H18 -2.8148 -2.7094 -1.4140  0.298
H19 -1.3089 -3.6937 -1.3930  0.306
H20 -2.2363 -2.2799 -4.9249  0.543
H21 -1.6991 -0.5751 -4.8747  0.314
H22 -3.1585 -1.0805 -3.9761  0.370
H23 -1.8002 3.8713 -1.2499  0.552
H24 -0.6605 2.9332 -0.2524  0.009
H25 -2.3641 3.1020 0.2649  0.444
H26 -4.5584 1.4733 -1.6304  0.497
H27 -3.9584 0.9699 0.0022  0.287
H28 -3.9103 -0.1507 -1.3607  0.379
H29 -2.8871 3.1135 -3.1997  0.545
H30 -3.0082 1.4375 -3.8270  0.407
H31 -1.4238 2.2599 -3.7610  -0.023
C12 1.3348 1.8026 -3.5506  -0.069
C13 1.0848 1.1274 -4.8123  0.080
C14 0.7151 1.8338 -5.9305  -0.599
C15 0.5594 3.2136 -5.8738  -0.465
C16 0.7893 3.9151 -4.6822  -0.604
C17 1.1610 3.2569 -3.5299  -0.157
O1 1.5925 1.1133 -2.4801  -0.284
H32 -2.0919 -0.5071 -1.6028  -0.556
H33 1.1751 0.0246 -4.7909  0.327
H34 0.5767 1.2670 -6.8566  0.454
H35 0.3137 3.7529 -6.7802  0.472
H36 0.7039 4.9887 -4.6498  0.477
H37 1.3043 3.7470 -2.5762  0.516
C18 3.7358 -2.5363 0.4012  -0.638
C19 2.5257 -3.1843 0.1769  -0.727
C20 1.4182 -2.4875 -0.3075  -0.284
N1 1.4485 -1.1740 -0.5951  0.873
C21 2.6192 -0.5205 -0.3763  -0.488
C22 3.7587 -1.1575 0.1233  -0.584
H38 4.6278 -3.0422 0.7797  0.493
H39 2.4359 -4.2664 0.3644  0.501
H40 0.4628 -3.0244 -0.4380  0.388
H41 2.6316 0.5332 -0.6442  0.680
H42 4.6402 -0.5371 0.2531  0.537

=====

C4H11NO3 | ωB97M-V with the def2-TZVPD basis set

The value obtained for the largest force on an atom is 2.2 eV Å⁻¹. The net charge is 0. The structure (SMILES) is C[C@@H](CO)NC=O.O. Its spin multiplicity is 1. For the HOMO-LUMO gap, the calculation gives 10.812 eV. As for the HOMO energy: -10.23 eV.

Last column: natural (NBO) charge in e.
Positions of all 19 atoms, in Å:
C1 0.4699 1.4325 0.8448  -0.638
C2 -0.8386 0.8907 0.2282  -0.085
C3 -0.7813 0.6385 -1.2607  -0.095
O1 -1.3207 1.7425 -1.9989  -0.711
N1 -1.2394 -0.3349 0.9836  -0.605
C4 -0.5316 -1.4867 0.8518  0.531
O2 0.3273 -1.7008 0.0235  -0.645
H1 0.5660 1.2528 1.9176  0.216
H2 0.6268 2.5156 0.8004  0.219
H3 1.3134 0.9843 0.3176  0.221
H4 -1.6262 1.6040 0.4691  0.217
H5 0.2809 0.4926 -1.5463  0.177
H6 -1.1203 -0.3015 -1.6868  0.215
H7 -0.6651 2.4250 -1.9522  0.463
H8 -1.7459 -0.1635 1.8316  0.399
H9 -0.8291 -2.2723 1.5723  0.119
O3 3.1887 -1.4009 0.4033  -0.943
H10 2.6193 -1.8107 -0.2405  0.481
H11 2.5514 -0.9334 0.9760  0.464

=====

C37H32N2OPSTc | ωB97M-V with the def2-TZVPD basis set

The value obtained for the largest force on an atom is 0.5 eV Å⁻¹. The net charge is +3. Its spin multiplicity is 4. For the HOMO-LUMO gap (spin up / spin down), the calculation gives 7.108 / 5.954 eV. As for the HOMO energy (spin up / spin down): -16.85 / -16.94 eV.

Last column: Mulliken charge in e.
Positions of all 75 atoms, in Å:
Tc1 0.8426 0.7111 0.0799  -0.590
S1 -2.0197 2.9731 2.6455  -0.181
C1 -2.5501 3.3009 1.0180  1.247
C2 -3.6077 4.1100 0.6061  -0.743
C3 -3.8035 4.2504 -0.7513  -0.743
C4 -2.9664 3.6103 -1.6775  -0.746
C5 -1.9215 2.8091 -1.2677  -0.686
C6 -1.7260 2.6566 0.0996  -0.507
N1 -0.7163 1.9114 0.7367  0.474
C7 -0.7806 2.0022 2.0635  0.942
C8 0.2108 1.2405 2.8204  0.401
C9 0.3421 1.2368 4.1951  -0.823
C10 1.3510 0.4729 4.7830  -0.894
C11 2.2251 -0.2775 4.0056  -0.946
C12 2.1106 -0.2860 2.6193  -0.395
C13 1.1032 0.4791 2.0345  1.099
H1 -4.2423 4.6215 1.3172  0.485
H2 -4.6110 4.8752 -1.1078  0.456
H3 -3.1402 3.7564 -2.7351  0.503
H4 -1.2822 2.3202 -1.9932  0.488
H5 -0.3222 1.8244 4.8185  0.528
H6 1.4568 0.4691 5.8597  0.486
H7 3.0025 -0.8620 4.4799  0.519
H8 2.7881 -0.8841 2.0261  0.556
C14 2.6520 1.6586 -2.6485  -1.114
C15 3.5350 1.7152 -1.4083  0.046
C16 3.0123 2.7459 -0.4140  -1.250
C17 3.7295 0.3575 -0.7317  -0.262
C18 4.5772 -0.6546 -1.5031  -0.710
O1 3.7776 -1.8768 -1.4763  -0.445
C19 2.6039 -1.6239 -0.9712  0.424
N2 2.4315 -0.3898 -0.5613  0.643
C20 1.6661 -2.7542 -0.9312  0.192
C21 2.1737 -3.9866 -1.3402  -0.612
C22 1.3648 -5.1136 -1.3719  -0.770
C23 0.0339 -5.0166 -1.0119  -0.794
C24 -0.4896 -3.7940 -0.6046  -0.834
C25 0.3156 -2.6628 -0.5464  0.245
P1 -0.5917 -1.1760 -0.0980  2.297
C26 -1.5033 -0.6838 -1.5428  1.084
C27 -2.8913 -0.5747 -1.6231  -0.510
C28 -3.4684 -0.1669 -2.8172  -0.926
C29 -2.6749 0.1431 -3.9152  -0.742
C30 -1.2908 0.0306 -3.8414  -0.697
C31 -0.7026 -0.3886 -2.6589  -0.783
C32 -1.5514 -1.4368 1.3710  1.249
C33 -1.0858 -2.3418 2.3313  -0.877
C34 -1.7867 -2.4994 3.5156  -0.860
C35 -2.9448 -1.7656 3.7432  -0.774
C36 -3.4002 -0.8567 2.7957  -1.170
C37 -2.7027 -0.6792 1.6118  -0.755
H9 2.6293 2.6250 -3.1501  0.497
H10 1.6027 1.4217 -2.3981  0.045
H11 2.9738 0.9122 -3.3763  0.322
H12 4.5372 2.0367 -1.7094  0.499
H13 1.9528 2.5526 -0.1105  0.169
H14 2.9464 3.7432 -0.8475  0.491
H15 3.5909 2.7933 0.5074  0.442
H16 4.1454 0.5197 0.2643  0.596
H17 5.5240 -0.8822 -1.0252  0.336
H18 4.7367 -0.4034 -2.5490  0.386
H19 3.2089 -4.0685 -1.6372  0.601
H20 1.7788 -6.0611 -1.6884  0.482
H21 -0.6070 -5.8877 -1.0480  0.480
H22 -1.5372 -3.7363 -0.3328  0.556
H23 -3.5267 -0.8407 -0.7919  0.608
H24 -4.5458 -0.1051 -2.8944  0.528
H25 -3.1388 0.4507 -4.8434  0.472
H26 -0.6797 0.2405 -4.7093  0.511
H27 0.3736 -0.5441 -2.6302  0.286
H28 -0.1935 -2.9297 2.1601  0.513
H29 -1.4383 -3.2073 4.2555  0.507
H30 -3.4986 -1.9098 4.6616  0.473
H31 -4.3060 -0.2930 2.9759  0.529
H32 -3.0611 0.0431 0.8893  0.448